DFT (the ωB97M-V functional and the def2-TZVPD basis) results for a molecular structure, FNO2S2Tl.

Structure (XYZ):
```
7
Properties=species:S:1:pos:R:3:forces:R:3:mulliken_charge:R:1
Tl -1.9562 0.1337 -0.1519 -6.281 -3.431 0.870 0.798
N 0.2401 -0.7527 -0.5223 -0.742 -0.936 3.391 -0.204
S 0.7283 0.9239 -0.6650 2.088 2.034 -5.468 0.778
O 1.2434 0.9415 -2.0743 -1.179 0.078 3.932 -0.415
O -0.7408 1.5105 -0.6347 4.639 3.618 -0.764 -0.324
S 0.2722 -1.5020 0.8700 1.895 -1.113 1.302 0.600
F 0.2660 -0.7697 2.4612 -0.421 -0.250 -3.265 -0.233
```
Forces are in eV/Å.

Values from the calculation:
Lowest unoccupied orbital energy (spin up / spin down): -8.0651 / -9.3802 eV
Orbital gap (spin up / spin down): 7.36 / 5.36 eV
HOMO (spin up / spin down): -15.43 / -14.74 eV
E: -1273.47146 Ha
Charge: +1